# 1
125
Properties=species:S:1:pos:R:3:forces:R:3 method="wB97M-V/def2-TZVPD" total_charge=-1 homo_lumo_gap_ev=1.0 fmax_ev_per_a=8.58 energy_ha=-4283.531940 homo_ev=-3.136
C 2.469 0.640 -3.219 -0.029 0.648 -0.004
C 3.266 1.000 -1.988 -0.489 -0.392 -1.880
P 3.022 -0.157 -0.445 0.291 -0.979 -0.604
O 2.756 -1.239 0.917 -2.070 -1.400 -1.575
C 1.512 -1.968 0.555 0.455 -1.491 0.214
C 1.249 -3.320 1.464 -0.485 0.359 1.175
C 0.485 -2.973 2.911 0.512 0.279 -0.791
C 0.274 -4.402 0.677 0.688 -0.374 -0.216
C -0.744 -3.721 -0.414 0.856 0.604 -0.834
C 1.280 -5.480 -0.106 -0.163 -0.422 0.003
O 2.569 1.132 0.686 3.233 1.707 0.539
C 3.757 1.738 1.374 -0.432 -0.111 -1.246
C 5.028 0.992 0.639 2.133 0.026 -0.299
C 6.253 0.390 1.605 -0.025 0.478 -1.068
C 7.650 0.935 0.943 0.715 -0.005 -0.405
C 8.833 -0.224 0.813 -1.091 -0.565 -0.134
C 9.930 0.072 -0.368 0.348 -0.345 0.784
C 10.489 1.611 -0.433 0.636 0.150 -1.116
C 10.946 1.863 -2.023 -1.441 0.057 0.430
C 9.545 2.329 -2.808 0.974 -0.231 -0.005
O 4.788 -0.165 -0.260 -2.468 2.681 2.794
H 1.375 1.070 -3.361 2.950 0.166 -0.350
H 2.859 -0.081 -4.070 -1.188 0.611 2.657
H 4.019 1.911 -1.989 -2.363 -0.664 0.340
H 1.626 -0.101 -0.815 0.547 -0.018 0.141
H 3.322 -1.203 -1.431 -0.585 -0.100 0.198
H 1.691 -2.360 -0.557 -0.808 0.900 2.162
H 0.550 -1.301 0.653 1.896 -1.087 -0.356
H 2.291 -3.793 1.769 -2.144 0.807 -0.930
H 1.228 -2.437 3.641 -1.478 -0.794 -1.437
H 0.131 -3.966 3.433 0.514 2.005 -1.117
H -0.420 -2.261 2.631 1.688 -1.529 0.882
H -0.358 -4.974 1.494 1.315 1.120 -1.676
H -0.102 -3.541 -1.402 -1.460 -0.273 2.030
H -1.127 -2.648 -0.095 0.597 -2.400 -0.480
H -1.647 -4.393 -0.740 1.729 1.206 0.946
H 2.422 -5.199 0.055 -2.493 -0.577 -0.339
H 1.114 -6.598 0.276 0.381 2.438 -0.755
H 1.060 -5.479 -1.257 0.446 0.016 2.157
H 3.712 1.765 2.558 -0.009 -0.830 -2.381
H 3.858 2.888 1.084 -0.349 -2.291 0.453
H 5.346 1.822 -0.158 0.120 -1.465 2.119
H 6.109 0.681 2.744 0.464 -0.545 -2.388
H 6.220 -0.794 1.459 -0.161 2.726 0.497
H 8.027 1.883 1.528 -0.562 -1.853 -1.077
H 7.464 1.307 -0.176 0.175 -0.877 2.426
H 8.252 -1.214 0.484 1.261 2.064 0.747
H 9.308 -0.478 1.865 -0.751 0.728 -2.158
H 9.486 -0.296 -1.409 0.834 1.116 2.205
H 10.867 -0.629 -0.163 -1.877 1.423 -0.503
H 11.399 1.805 0.305 -1.909 -0.665 -1.517
H 9.697 2.442 -0.206 1.272 -1.806 -0.287
H 11.268 0.827 -2.497 -0.319 2.294 1.020
H 11.765 2.697 -2.111 -1.486 -1.758 0.045
H 9.730 2.207 -3.977 -0.731 0.256 2.501
H 8.682 1.623 -2.409 1.687 1.562 -1.112
H 9.284 3.458 -2.576 0.517 -2.384 -0.418
C -4.267 -1.272 0.916 -0.471 0.801 -0.120
O -3.302 -1.456 1.926 2.505 0.406 1.563
P -3.629 -1.907 3.564 -6.184 -5.088 -2.833
O -3.727 -3.370 3.115 1.305 0.728 0.387
O -5.125 -1.217 3.466 0.581 0.409 0.271
C -5.237 0.190 3.450 -0.247 0.435 -0.044
O -3.955 -2.358 5.202 2.436 1.936 0.823
C -5.086 -3.161 5.491 -0.526 0.006 -0.614
H -3.830 -1.592 -0.035 0.309 -0.078 0.235
H -5.183 -1.839 1.096 0.128 0.042 0.205
H -4.486 -0.206 0.821 -0.250 -0.027 -0.108
H -5.857 0.480 2.600 0.039 0.035 0.006
H -4.261 0.678 3.362 -0.122 0.060 -0.050
H -5.740 0.525 4.355 0.051 0.080 0.072
H -5.013 -4.142 5.018 0.117 0.107 -0.110
H -6.008 -2.667 5.168 0.095 -0.082 -0.073
H -5.150 -3.297 6.564 0.302 0.160 0.304
C 1.401 4.176 -2.954 0.327 0.511 0.346
O 0.507 4.730 -3.891 -1.996 1.295 -0.505
P 0.928 5.314 -5.464 4.552 -5.555 -0.797
O 0.889 3.872 -5.982 -1.054 0.703 0.039
O 2.456 5.652 -4.941 -0.121 0.684 0.262
C 2.664 6.752 -4.079 0.199 -0.033 0.160
O 1.349 5.898 -7.037 -1.818 2.113 0.214
C 2.440 5.316 -7.727 0.345 -0.338 0.466
H 0.871 3.399 -2.395 -0.195 0.117 -0.223
H 2.287 3.739 -3.419 -0.101 0.065 -0.141
H 1.686 4.946 -2.233 0.261 -0.114 0.129
H 3.235 6.413 -3.214 -0.049 0.013 0.067
H 1.720 7.188 -3.736 0.132 0.037 0.060
H 3.258 7.507 -4.591 -0.073 0.192 -0.094
H 2.263 4.260 -7.941 -0.091 0.018 0.151
H 3.367 5.423 -7.154 -0.098 -0.119 -0.001
H 2.577 5.841 -8.665 -0.223 0.324 -0.183
C -5.656 -2.981 -4.267 -0.014 0.012 -0.740
O -4.449 -3.620 -3.924 1.482 -2.228 -0.055
P -2.885 -2.881 -3.908 -2.842 6.983 3.105
O -3.202 -2.300 -2.525 0.398 -1.293 -0.161
O -3.369 -1.806 -5.062 0.070 -0.577 -0.520
C -3.545 -2.252 -6.391 -0.139 0.134 -0.233
O -1.320 -2.143 -3.892 1.120 -2.992 -1.057
C -1.206 -0.759 -3.612 -0.725 0.621 -0.058
H -6.455 -3.408 -3.654 0.298 -0.133 0.100
H -5.625 -1.900 -4.108 0.169 -0.089 -0.023
H -5.898 -3.209 -5.308 -0.173 0.245 -0.062
H -4.532 -1.939 -6.735 -0.043 -0.069 -0.027
H -3.466 -3.341 -6.472 -0.052 0.086 -0.127
H -2.807 -1.776 -7.034 0.171 -0.099 -0.053
H -1.556 -0.523 -2.605 -0.065 -0.174 -0.028
H -1.767 -0.166 -4.342 -0.011 -0.052 0.141
H -0.165 -0.473 -3.694 0.383 -0.397 -0.070
C -11.069 -0.181 4.799 -0.611 -0.298 0.617
O -10.502 1.093 4.991 0.030 2.905 0.171
P -9.229 1.475 6.099 3.884 -7.485 -1.563
O -8.214 0.959 5.071 -0.642 1.458 -0.012
O -9.686 0.222 7.072 -0.441 0.661 0.147
C -10.872 0.335 7.831 -0.299 -0.228 0.213
O -7.956 1.856 7.207 -1.741 2.991 0.323
C -6.993 0.868 7.528 -0.097 -0.934 -0.157
H -11.346 -0.276 3.744 0.175 0.353 0.068
H -10.388 -0.994 5.063 0.039 0.204 0.078
H -11.994 -0.252 5.376 0.003 -0.285 0.013
H -11.486 -0.549 7.650 -0.052 0.041 -0.029
H -11.445 1.229 7.566 -0.065 -0.130 0.103
H -10.624 0.352 8.890 0.008 0.179 0.089
H -6.418 0.567 6.650 -0.156 0.056 -0.037
H -7.470 -0.012 7.973 0.053 0.060 -0.157
H -6.312 1.275 8.266 -0.051 0.433 0.130

***

# 2
16
Properties=species:S:1:pos:R:3:forces:R:3 method="wB97M-V/def2-TZVPD" smiles="COC(C=O)=C(N)N" homo_lumo_gap_ev=8.7 fmax_ev_per_a=4.46 energy_ha=-417.142619 homo_ev=-8.001
C 1.224 -1.539 1.204 -2.938 -0.962 0.447
C -0.030 -0.346 -0.339 1.409 -0.290 -2.274
C 0.783 -0.513 -1.582 -1.236 1.214 -0.419
C -0.713 0.784 -0.061 -0.799 -1.430 0.566
H 0.947 -2.264 1.969 0.534 -0.113 -0.040
H 1.897 -1.883 0.501 1.847 -0.868 -1.009
H 1.560 -0.642 1.675 -0.178 0.971 0.106
H 0.479 0.156 -2.417 -0.015 0.302 0.116
H -1.663 2.330 -0.964 2.328 -1.125 0.399
H -0.234 1.875 -1.765 0.181 -0.416 0.617
H -2.002 0.132 1.636 1.918 2.437 -2.341
H -1.586 1.837 1.421 -0.057 1.089 0.558
N -0.686 1.870 -0.855 -2.453 3.402 -1.531
N -1.590 0.950 1.000 -1.335 -3.479 1.427
O -0.040 -1.440 0.426 0.715 -0.192 2.595
O 1.652 -1.307 -1.850 0.080 -0.540 0.783

***

# 3
19
Properties=species:S:1:pos:R:3:forces:R:3 method="wB97M-V/def2-TZVPD" homo_lumo_gap_ev="8.0 / 8.0" fmax_ev_per_a=5.03 energy_ha=-1793.494283 homo_ev="-9.213 / -9.216"
C 0.717 -1.436 0.140 1.702 -0.480 2.043
C -0.861 0.575 -1.183 -0.286 1.066 0.321
C -0.476 -0.913 0.827 0.026 -2.305 1.465
C -1.109 1.232 -2.456 0.309 -0.953 0.570
C 0.504 -1.878 1.679 -1.129 3.450 -2.878
N -0.572 1.140 -0.146 -1.626 -0.782 1.300
O 1.715 0.811 -1.082 -0.240 1.795 -1.417
O 3.206 -1.047 -0.524 -0.946 0.771 0.438
O -0.533 0.414 1.136 1.285 2.423 -0.455
S 2.105 -0.169 -0.173 1.867 -4.670 -0.085
Cl -0.438 3.114 0.364 -0.031 -1.374 -0.234
Cl 2.722 0.753 1.502 -0.465 0.011 0.428
H -1.493 -1.240 0.684 0.072 -0.839 -0.648
H -1.172 0.577 -3.275 -0.057 -0.902 -1.002
H -0.356 1.932 -2.597 1.642 1.385 -0.481
H -1.991 1.776 -2.365 -1.819 0.929 0.143
H 1.018 -1.444 2.532 0.156 -0.174 -0.389
H 0.838 -2.336 -0.538 -0.332 1.715 0.441
H 0.055 -2.829 1.703 -0.127 -1.065 0.440

***

# 4
70
Properties=species:S:1:pos:R:3:forces:R:3 method="wB97M-V/def2-TZVPD" spin_multiplicity=6 total_charge=+1 homo_lumo_gap_ev="6.4 / 5.7" fmax_ev_per_a=4.21 energy_ha=-1883.137544 homo_ev="-9.634 / -10.391"
Ru -0.418 0.063 -1.713 1.446 -0.956 2.703
C -1.070 -1.273 0.300 2.595 0.081 -0.892
C 0.292 -1.521 -0.274 -2.528 0.028 1.862
C 0.486 -0.168 1.630 1.028 -0.660 -1.083
C -0.879 -0.481 1.480 0.537 0.503 -0.303
C 1.224 -0.786 0.608 -1.372 -0.221 0.734
C -2.308 -2.041 0.068 -0.722 -0.196 -0.295
H -2.195 -2.717 -0.777 -0.109 -0.162 -0.019
H -3.148 -1.369 -0.159 0.028 -0.204 0.113
H -2.597 -2.638 0.947 0.123 0.126 -0.245
C -1.928 -0.056 2.425 -0.332 -0.155 0.208
H -2.841 -0.615 2.251 -0.208 -0.035 0.060
H -2.180 1.006 2.345 0.197 -0.003 -0.110
H -1.609 -0.242 3.456 -0.017 0.085 -0.079
C 1.082 0.657 2.699 0.133 0.295 0.559
H 0.730 0.323 3.678 0.074 0.041 0.036
H 0.819 1.712 2.612 -0.075 0.039 -0.096
H 2.172 0.597 2.695 -0.097 -0.040 0.010
C 2.692 -0.877 0.506 0.728 0.103 -0.067
H 3.119 -1.354 1.404 -0.122 0.125 -0.281
H 3.142 0.122 0.420 -0.010 -0.168 0.126
H 3.015 -1.449 -0.377 -0.140 0.072 0.345
C 0.667 -2.757 -1.033 0.133 0.189 -0.352
H 1.215 -3.473 -0.395 -0.245 0.244 -0.231
H 1.330 -2.436 -1.849 -0.053 -0.611 0.031
H -0.223 -3.254 -1.457 0.553 0.117 0.237
C -1.370 1.638 -4.883 -0.677 2.349 -0.814
C -1.764 0.313 -4.998 -1.994 -1.789 0.041
C -1.271 -0.414 -6.318 -0.949 -0.633 0.430
C 0.212 -0.335 -6.689 -0.374 -0.503 -0.947
C 1.134 -0.060 -5.575 1.349 1.359 -0.470
C 1.554 1.193 -5.277 0.331 -1.111 -1.103
C 0.892 2.437 -5.745 0.342 0.612 -0.298
C -0.625 2.364 -5.943 -0.404 1.030 -0.679
H -1.834 0.046 -7.158 0.020 -0.127 0.752
H 0.342 0.371 -7.528 0.070 -0.115 0.560
H -1.592 -1.473 -6.341 0.039 0.541 0.248
H -0.835 2.024 -6.977 -0.086 -0.149 0.705
H -1.804 2.222 -4.072 0.236 0.092 -0.113
H -2.855 0.018 -4.941 -0.239 1.052 -1.470
H -1.003 3.400 -5.942 0.235 -0.205 -0.011
H 1.110 3.221 -5.009 -0.007 -0.097 -0.140
H 2.457 1.393 -4.706 -0.375 -0.324 0.057
H 1.363 2.782 -6.674 -0.048 0.041 0.029
H 0.491 -1.307 -7.129 -0.055 0.287 0.192
H 1.529 -0.931 -5.073 0.391 0.008 -0.006
P -2.135 -0.212 -3.116 2.542 -0.828 -2.151
C -3.582 0.780 -2.602 -1.175 -0.178 -0.278
C -1.790 -1.961 -3.669 -1.311 -0.559 0.334
P 2.128 0.866 -2.141 -2.412 -0.714 -0.569
C 0.579 1.149 -3.059 0.035 -0.024 1.832
C 3.049 -0.454 -3.063 0.625 0.870 0.309
C 2.695 2.580 -2.289 1.220 0.387 0.223
H -3.320 1.435 -1.729 0.155 -0.851 -0.716
H -4.399 0.081 -2.313 0.295 0.645 -0.196
H -3.913 1.443 -3.452 0.242 -0.862 0.667
H -0.969 -1.903 -4.418 -0.713 0.125 0.711
H -2.722 -2.313 -4.141 0.579 -0.619 0.055
H -1.440 -2.583 -2.834 -0.646 0.048 -0.380
H 2.491 3.038 -3.279 0.255 -0.382 0.571
H 3.786 2.531 -2.092 -0.528 0.598 -0.058
H 2.169 3.158 -1.494 0.476 -0.499 -0.501
H 0.206 2.163 -3.151 0.414 -0.060 -0.592
H 0.232 0.359 -3.733 0.330 0.680 0.141
H 3.870 -0.674 -2.370 0.023 -0.282 -0.377
H 3.454 -0.088 -4.008 0.114 -0.312 0.081
H 2.452 -1.367 -3.222 0.133 0.578 0.252
O -1.812 2.138 -0.255 1.224 -0.948 -0.818
N -0.657 1.763 -0.576 0.065 3.414 2.464
O 0.318 2.421 -0.132 -1.291 -1.180 -0.938